# 1
{"formula": "C5H14", "method": "ωB97M-V/def2-TZVPD", "symbols": ["C", "C", "C", "H", "H", "H", "H", "H", "H", "H", "H", "C", "C", "H", "H", "H", "H", "H", "H"], "xyz": [[1.391, -0.338, 0.579], [1.269, 0.548, 1.911], [-0.106, 1.155, 2.044], [2.357, -0.677, 0.438], [1.376, 0.417, -0.225], [0.667, -1.133, 0.547], [1.549, -0.133, 2.807], [2.043, 1.267, 1.777], [-0.615, 0.885, 1.082], [-0.548, 0.777, 2.955], [-0.096, 2.155, 2.336], [-1.213, 0.019, -2.547], [-1.194, -1.327, -1.791], [-1.121, 0.948, -1.888], [-0.379, 0.076, -3.328], [-2.262, 0.275, -3.028], [-0.869, -2.155, -2.521], [-2.159, -1.764, -1.489], [-0.832, -1.278, -0.634]], "atomic_forces_ev_per_a": [[-0.9, 2.9, 1.4], [1.1, -3.0, -0.1], [0.0, -1.9, -0.4], [2.1, -1.3, 0.3], [-1.0, -0.5, -0.2], [-0.2, -0.1, -0.3], [-0.4, 1.3, -1.3], [0.6, 0.8, 0.3], [-0.4, 0.8, 1.2], [-0.8, -0.9, -0.2], [0.1, 2.1, -0.6], [-1.2, 1.8, -0.3], [-0.4, -1.1, 1.6], [0.3, -1.4, -0.5], [-1.3, -0.1, 1.0], [2.1, -1.0, 0.5], [0.5, 1.1, 1.7], [-0.5, 0.8, -0.7], [0.4, -0.2, -3.3]], "fmax_ha_per_bohr": 0.065, "de_lowest_ev": 1.878, "e_homo_ev": -10.777, "lumo_energy_ev": 1.2, "mol_weight_g_mol": 74.167, "orbital_gap_ev": 11.94}

# 2
{"formula": "C5H14", "method": "ωB97M-V/def2-TZVPD", "symbols": ["C", "C", "C", "H", "H", "H", "H", "H", "H", "H", "H", "C", "C", "H", "H", "H", "H", "H", "H"], "xyz": [[1.271, -0.120, -0.127], [0.988, -1.589, -0.457], [2.243, -2.329, -0.880], [1.893, -0.017, 0.762], [0.346, 0.437, 0.057], [1.799, 0.397, -0.940], [0.567, -2.039, 0.438], [0.220, -1.627, -1.234], [3.083, -2.059, -0.241], [2.157, -3.421, -0.799], [2.502, -2.102, -1.911], [-1.986, 2.416, 0.245], [-2.310, 1.203, 1.112], [-2.527, 2.404, -0.700], [-2.244, 3.356, 0.732], [-0.933, 2.493, -0.035], [-1.514, 1.064, 1.845], [-2.290, 0.288, 0.507], [-3.265, 1.245, 1.626]], "atomic_forces_ev_per_a": [[-0.1, 0.3, -0.3], [0.0, 0.6, 0.1], [0.1, -0.5, 0.1], [0.1, -0.1, 0.1], [0.1, -0.1, 0.0], [-0.1, -0.2, 0.0], [-0.1, -0.2, 0.1], [0.1, -0.2, 0.0], [0.1, 0.1, 0.0], [-0.2, 0.2, -0.1], [0.1, 0.1, -0.1], [-0.3, 0.3, -0.2], [0.8, -0.4, -0.4], [-0.2, -0.1, 0.0], [0.0, 0.0, 0.1], [0.0, -0.2, 0.2], [-0.2, 0.0, 0.2], [-0.1, 0.1, 0.1], [-0.1, 0.2, 0.0]], "fmax_ha_per_bohr": 0.020, "de_lowest_ev": 0.080, "e_homo_ev": -11.517, "lumo_energy_ev": 1.1, "mol_weight_g_mol": 74.167, "orbital_gap_ev": 12.66}

# 3
{"formula": "C5H14", "method": "ωB97M-V/def2-TZVPD", "symbols": ["C", "C", "C", "H", "H", "H", "H", "H", "H", "H", "H", "C", "C", "H", "H", "H", "H", "H", "H"], "xyz": [[1.577, -1.449, -0.171], [0.726, -1.615, -1.427], [-0.518, -0.651, -1.441], [2.173, -2.358, -0.102], [2.268, -0.595, -0.288], [0.948, -1.314, 0.725], [1.353, -1.270, -2.246], [0.439, -2.622, -1.660], [-0.224, 0.339, -1.130], [-0.817, -0.774, -2.480], [-1.332, -0.936, -0.772], [-0.856, 0.863, 1.644], [-0.784, 2.367, 1.160], [-1.215, 0.227, 0.858], [0.260, 0.727, 1.712], [-1.408, 0.897, 2.584], [-0.082, 2.497, 0.356], [-1.700, 2.660, 0.650], [-0.808, 3.008, 2.029]], "atomic_forces_ev_per_a": [[0.0, -0.4, -0.2], [-0.4, 2.2, 0.5], [0.9, -1.7, -0.4], [0.2, 0.1, 0.5], [-0.4, -0.3, 0.2], [0.4, -0.2, -0.2], [0.0, -0.2, -0.3], [-0.2, -0.6, 0.2], [0.1, 0.5, -0.5], [-0.7, 0.9, 0.0], [0.1, -0.4, -0.1], [2.2, 2.6, -0.5], [-2.3, -1.2, -0.4], [-0.5, -0.3, 0.2], [-1.2, -0.9, 0.8], [0.3, -0.8, -0.2], [1.0, 0.4, 0.4], [-0.5, -0.1, 0.0], [1.0, 0.4, 0.0]], "fmax_ha_per_bohr": 0.067, "de_lowest_ev": 0.907, "e_homo_ev": -11.127, "lumo_energy_ev": 1.1, "mol_weight_g_mol": 74.167, "orbital_gap_ev": 12.27}

# 4
{"formula": "C5H14", "method": "ωB97M-V/def2-TZVPD", "symbols": ["C", "C", "C", "H", "H", "H", "H", "H", "H", "H", "H", "C", "C", "H", "H", "H", "H", "H", "H"], "xyz": [[2.206, 0.723, 1.101], [0.729, 1.076, 0.930], [0.494, 1.943, -0.292], [2.885, 1.452, 0.660], [2.403, -0.243, 0.622], [2.482, 0.553, 2.147], [0.203, 0.129, 0.863], [0.325, 1.568, 1.819], [0.977, 2.912, -0.143], [0.976, 1.486, -1.164], [-0.536, 2.164, -0.574], [-1.578, -1.704, -0.071], [-1.760, -1.950, -1.565], [-0.562, -1.951, 0.241], [-1.822, -0.682, 0.226], [-2.257, -2.315, 0.517], [-2.705, -1.538, -1.935], [-1.744, -3.010, -1.786], [-0.983, -1.457, -2.141]], "atomic_forces_ev_per_a": [[0.2, -0.6, 0.2], [-0.2, 0.0, 0.3], [0.4, 0.2, -0.5], [0.0, 0.1, 0.1], [0.1, 0.2, -0.2], [-0.1, 0.3, -0.1], [-0.3, 0.0, -0.1], [0.1, 0.1, 0.0], [0.1, 0.0, 0.0], [-0.1, 0.0, 0.0], [-0.1, -0.3, 0.3], [-0.3, 0.0, 0.1], [-0.3, 0.4, 0.1], [0.0, 0.1, 0.1], [0.3, 0.1, -0.2], [-0.1, -0.3, 0.0], [0.0, -0.2, 0.1], [0.1, -0.2, -0.1], [0.2, 0.0, -0.1]], "fmax_ha_per_bohr": 0.012, "de_lowest_ev": 0.159, "e_homo_ev": -11.197, "lumo_energy_ev": 1.1, "mol_weight_g_mol": 74.167, "orbital_gap_ev": 12.31}

# 5
{"formula": "C5H14", "method": "ωB97M-V/def2-TZVPD", "symbols": ["C", "C", "C", "H", "H", "H", "H", "H", "H", "H", "H", "C", "C", "H", "H", "H", "H", "H", "H"], "xyz": [[0.745, 0.297, -1.754], [1.035, 1.847, -1.663], [0.825, 2.288, -0.225], [1.746, -0.116, -1.969], [-0.023, 0.153, -2.498], [0.651, -0.165, -0.774], [2.067, 2.045, -1.969], [0.482, 2.378, -2.430], [1.069, 3.340, -0.093], [-0.256, 2.083, -0.078], [1.300, 1.691, 0.541], [-1.836, -1.617, 1.560], [-0.539, -2.395, 1.659], [-2.879, -1.946, 1.378], [-2.115, -1.004, 2.399], [-1.691, -0.960, 0.682], [-0.608, -3.423, 1.350], [-0.325, -2.474, 2.742], [0.352, -2.021, 1.141]], "atomic_forces_ev_per_a": [[2.3, 1.4, 0.1], [1.0, -1.4, 0.4], [-1.7, 0.4, -0.6], [-0.7, -0.3, -1.0], [-0.1, -0.9, 0.1], [-1.2, 0.2, 0.1], [0.1, -0.2, 0.1], [-0.6, 0.3, 0.4], [-0.2, 0.0, 0.3], [0.3, 0.7, 0.4], [0.6, -0.2, -0.2], [-0.9, 1.8, -2.0], [-0.2, -1.2, 1.8], [0.9, -1.6, -0.3], [0.9, 0.6, 0.6], [-0.3, 0.3, 0.5], [-0.3, -0.5, -0.3], [0.4, 0.0, -0.5], [-0.6, 0.5, 0.1]], "fmax_ha_per_bohr": 0.055, "de_lowest_ev": 1.236, "e_homo_ev": -10.838, "lumo_energy_ev": 1.1, "mol_weight_g_mol": 74.167, "orbital_gap_ev": 11.93}

# 6
{"formula": "C5H14", "method": "ωB97M-V/def2-TZVPD", "symbols": ["C", "C", "C", "H", "H", "H", "H", "H", "H", "H", "H", "C", "C", "H", "H", "H", "H", "H", "H"], "xyz": [[0.013, -2.189, -2.273], [0.472, -0.784, -1.612], [1.544, -1.091, -0.533], [-0.815, -2.503, -1.658], [-0.448, -2.103, -3.235], [0.747, -2.906, -2.273], [0.939, -0.071, -2.300], [-0.495, -0.341, -1.128], [2.104, -1.985, -0.697], [0.989, -1.193, 0.459], [2.329, -0.336, -0.476], [-0.458, 1.386, 1.685], [-1.434, 2.510, 2.262], [0.084, 0.830, 2.450], [0.200, 1.878, 1.001], [-0.974, 0.586, 1.168], [-2.125, 2.055, 2.904], [-0.779, 3.133, 2.771], [-1.892, 3.124, 1.485]], "atomic_forces_ev_per_a": [[-1.7, 3.5, 1.1], [-0.8, -1.3, 0.2], [-1.5, 0.7, 1.4], [-0.1, -0.6, 0.4], [0.1, 0.3, -0.8], [1.9, -1.6, 0.0], [-0.6, -0.2, -0.3], [2.0, -0.4, -1.0], [0.0, -0.9, -0.3], [1.2, 0.1, -1.0], [-0.4, 0.4, 0.3], [-1.5, 0.5, 0.4], [1.5, -1.8, -2.1], [0.2, 0.6, 0.3], [0.7, 0.0, -0.4], [-0.4, 0.1, -0.4], [-1.2, -0.3, 0.9], [0.9, 1.4, 1.4], [-0.2, -0.4, -0.1]], "fmax_ha_per_bohr": 0.078, "de_lowest_ev": 0.931, "e_homo_ev": -11.175, "lumo_energy_ev": 1.1, "mol_weight_g_mol": 74.167, "orbital_gap_ev": 12.32}

# 7
{"formula": "C5H14", "method": "ωB97M-V/def2-TZVPD", "symbols": ["C", "C", "C", "H", "H", "H", "H", "H", "H", "H", "H", "C", "C", "H", "H", "H", "H", "H", "H"], "xyz": [[1.451, -0.128, -1.287], [1.492, -0.211, 0.223], [2.423, -1.317, 0.767], [1.489, -1.129, -1.726], [0.569, 0.385, -1.664], [2.317, 0.393, -1.702], [1.734, 0.736, 0.713], [0.485, -0.386, 0.612], [1.840, -2.186, 1.078], [3.080, -1.708, -0.009], [2.957, -0.990, 1.657], [-2.482, 0.957, -0.588], [-2.482, 0.667, 0.923], [-3.451, 0.772, -1.040], [-2.177, 1.986, -0.747], [-1.768, 0.326, -1.127], [-2.417, -0.392, 1.155], [-3.408, 1.041, 1.373], [-1.651, 1.185, 1.392]], "atomic_forces_ev_per_a": [[0.3, 0.0, -0.4], [-0.3, -0.1, 0.9], [-0.6, -0.2, -0.1], [-0.2, 0.0, 0.0], [-0.1, 0.0, 0.0], [0.1, 0.1, 0.1], [0.3, 0.2, -0.4], [-0.1, -0.2, -0.2], [-0.1, 0.0, 0.0], [0.4, 0.3, 0.1], [0.3, 0.0, -0.2], [0.3, -0.4, 0.3], [-0.3, 0.3, -0.4], [-0.2, 0.1, 0.0], [-0.2, 0.2, -0.2], [0.0, 0.0, 0.1], [0.0, -0.1, 0.0], [0.2, 0.0, 0.0], [0.1, -0.1, 0.2]], "fmax_ha_per_bohr": 0.018, "de_lowest_ev": 0.229, "e_homo_ev": -11.104, "lumo_energy_ev": 1.1, "mol_weight_g_mol": 74.167, "orbital_gap_ev": 12.25}

# 8
{"formula": "C5H14", "method": "ωB97M-V/def2-TZVPD", "symbols": ["C", "C", "C", "H", "H", "H", "H", "H", "H", "H", "H", "C", "C", "H", "H", "H", "H", "H", "H"], "xyz": [[1.336, 0.717, -1.190], [1.336, -0.464, -0.177], [2.699, -0.624, 0.504], [2.340, 0.844, -1.591], [0.541, 0.646, -1.919], [1.123, 1.614, -0.603], [0.678, -0.129, 0.633], [0.894, -1.376, -0.564], [3.240, -1.505, 0.146], [3.385, 0.149, 0.138], [2.758, -0.532, 1.585], [-2.531, 0.121, -0.408], [-2.567, 0.044, 1.132], [-1.473, 0.004, -0.671], [-3.088, -0.726, -0.805], [-2.986, 1.059, -0.692], [-2.227, -0.893, 1.525], [-1.884, 0.820, 1.453], [-3.573, 0.231, 1.503]], "atomic_forces_ev_per_a": [[0.0, -0.3, 1.2], [-0.3, 1.3, 1.0], [1.2, 0.0, -1.2], [-0.2, -0.1, -0.6], [0.1, -0.1, -0.4], [0.1, 0.1, -0.2], [-0.3, -0.3, -0.2], [0.3, -0.2, -0.2], [-0.3, -0.3, 0.4], [-0.2, 0.3, 0.1], [-0.4, -0.4, 0.1], [0.2, -1.1, 1.3], [-0.2, 0.7, -0.8], [-0.4, 0.4, -0.5], [-0.1, 0.1, -0.4], [0.2, 0.2, -0.5], [0.2, -0.6, 0.1], [0.0, 0.2, 0.6], [0.0, 0.1, 0.2]], "fmax_ha_per_bohr": 0.033, "de_lowest_ev": 0.542, "e_homo_ev": -11.247, "lumo_energy_ev": 1.1, "mol_weight_g_mol": 74.167, "orbital_gap_ev": 12.37}

# 9
{"formula": "C5H14", "method": "ωB97M-V/def2-TZVPD", "symbols": ["C", "C", "C", "H", "H", "H", "H", "H", "H", "H", "H", "C", "C", "H", "H", "H", "H", "H", "H"], "xyz": [[1.593, -0.045, -1.183], [1.003, 1.099, -0.477], [1.979, 1.987, 0.428], [1.710, -0.896, -0.371], [2.612, 0.113, -1.729], [0.861, -0.381, -1.971], [0.297, 1.726, -1.170], [0.395, 0.582, 0.428], [2.942, 1.470, 0.524], [2.292, 2.955, 0.032], [1.578, 2.237, 1.463], [-1.438, -1.366, 0.394], [-2.932, -1.341, 0.572], [-1.188, -2.278, 0.040], [-1.012, -0.709, -0.374], [-0.773, -1.165, 1.310], [-3.519, -0.758, -0.121], [-3.125, -0.874, 1.548], [-3.275, -2.355, 0.658]], "atomic_forces_ev_per_a": [[1.6, -2.6, -0.8], [-2.0, 1.9, 3.4], [-0.1, 0.0, 0.0], [0.1, 1.3, -2.0], [-1.7, -0.1, 1.1], [0.8, -0.1, 0.8], [1.3, -1.0, 1.6], [0.6, 1.5, -2.5], [-0.3, -0.2, 0.3], [-0.4, 0.0, -0.5], [0.3, -0.6, -1.3], [1.4, 2.8, 0.8], [0.0, 0.9, 1.9], [1.1, -3.2, -0.9], [-0.6, 0.2, 0.2], [-1.4, -0.3, -1.0], [0.1, -0.1, -0.6], [-0.3, -0.1, -0.2], [-0.5, -0.4, -0.2]], "fmax_ha_per_bohr": 0.086, "de_lowest_ev": 1.571, "e_homo_ev": -10.612, "lumo_energy_ev": 1.1, "mol_weight_g_mol": 74.167, "orbital_gap_ev": 11.70}

# 10
{"formula": "C5H14", "method": "ωB97M-V/def2-TZVPD", "symbols": ["C", "C", "C", "H", "H", "H", "H", "H", "H", "H", "H", "C", "C", "H", "H", "H", "H", "H", "H"], "xyz": [[1.915, 0.854, 1.655], [1.135, 0.876, 0.308], [-0.039, 1.793, 0.176], [2.181, 1.902, 1.815], [2.745, 0.174, 1.462], [1.384, 0.457, 2.520], [1.907, 1.262, -0.398], [1.064, -0.119, -0.115], [0.194, 2.860, 0.208], [-0.593, 1.604, -0.744], [-0.744, 1.652, 1.004], [-1.083, -1.284, -1.565], [-1.655, -2.018, -0.389], [-0.108, -0.810, -1.594], [-1.144, -2.167, -2.252], [-1.686, -0.594, -2.160], [-2.556, -2.587, -0.555], [-1.942, -1.258, 0.394], [-0.973, -2.596, 0.231]], "atomic_forces_ev_per_a": [[-0.9, 0.0, -1.1], [2.5, 0.4, -0.5], [-1.3, -0.1, 0.5], [0.5, -0.4, 0.5], [0.4, 0.5, 0.4], [-0.3, 0.1, -0.1], [-0.3, 0.1, 0.3], [-0.9, -0.3, 0.4], [0.4, -0.1, -0.1], [0.0, 0.0, 0.0], [-0.1, -0.1, -0.1], [-0.5, -2.2, -2.8], [-0.4, 2.8, 3.3], [0.2, -0.6, 0.7], [1.2, 0.9, -0.5], [-0.7, 0.2, 0.9], [-0.1, -0.2, -0.5], [-0.2, -0.5, -0.5], [0.5, -0.4, -0.7]], "fmax_ha_per_bohr": 0.085, "de_lowest_ev": 1.038, "e_homo_ev": -10.793, "lumo_energy_ev": 1.1, "mol_weight_g_mol": 74.167, "orbital_gap_ev": 11.92}

# 11
{"formula": "C5H14", "method": "ωB97M-V/def2-TZVPD", "symbols": ["C", "C", "H", "H", "H", "H", "H", "H", "C", "C", "C", "H", "H", "H", "H", "H", "H", "H", "H"], "xyz": [[0.029, 3.230, 0.449], [-0.853, 2.937, -0.859], [-0.291, 2.656, 1.251], [1.076, 2.842, 0.342], [0.309, 4.210, 0.535], [-1.962, 2.686, -0.515], [-0.535, 1.844, -1.547], [-0.806, 3.789, -1.495], [0.668, -2.492, -0.154], [0.984, -2.010, 1.198], [-0.792, -2.367, -0.556], [1.134, -3.478, -0.163], [1.213, -1.843, -0.885], [0.814, -2.615, 2.120], [1.870, -1.448, 1.387], [-1.324, -1.849, 0.214], [-1.139, -3.275, -0.802], [0.302, -1.040, 1.173], [-0.696, -1.777, -1.695]], "atomic_forces_ev_per_a": [[0.5, -3.1, -4.1], [-0.2, -3.0, 1.7], [-1.0, -0.4, 1.9], [-0.3, -0.3, -0.4], [-0.3, 2.8, 0.7], [2.2, 0.5, -0.9], [-0.7, 3.0, 2.0], [-0.1, 0.3, -0.8], [1.3, 3.3, -0.5], [-0.7, 0.4, 1.4], [1.9, 2.7, -2.7], [-0.1, -1.2, -0.4], [0.2, -1.0, 0.6], [-0.6, 0.4, -1.0], [1.3, 0.3, -0.3], [-0.8, 0.2, -0.1], [-2.1, -3.1, -0.8], [0.3, -0.6, 0.5], [-0.7, -1.2, 3.2]], "fmax_ha_per_bohr": 0.101, "de_lowest_ev": 3.112, "e_homo_ev": [-15.086, -13.951], "lumo_energy_ev": [-3.0, -11.1], "spin_multiplicity": 2, "s_squared": 0.75, "mol_weight_g_mol": 74.167, "total_charge": 1, "orbital_gap_ev": [12.06, 2.86]}

# 12
{"formula": "C5H14", "method": "ωB97M-V/def2-TZVPD", "symbols": ["C", "C", "H", "H", "H", "H", "H", "H", "C", "C", "C", "H", "H", "H", "H", "H", "H", "H", "H"], "xyz": [[0.336, -2.832, 0.138], [-0.069, -2.979, -1.324], [1.215, -2.117, 0.370], [-0.426, -2.296, 0.636], [0.501, -3.882, 0.527], [-0.742, -2.101, -1.585], [-0.719, -3.842, -1.531], [0.755, -2.974, -1.938], [0.188, 1.565, 0.210], [-0.236, 2.755, -0.654], [-0.212, 1.663, 1.693], [-0.232, 0.529, -0.160], [1.177, 1.260, 0.072], [0.352, 3.574, -0.451], [-1.230, 3.205, -0.731], [-0.924, 2.375, 1.956], [-0.358, 0.519, 2.034], [-0.027, 2.579, -1.785], [0.616, 2.133, 2.212]], "atomic_forces_ev_per_a": [[1.6, -0.5, 0.1], [-2.7, 1.6, 0.9], [-0.7, -1.5, -0.8], [-1.3, -0.2, 1.0], [0.0, 1.6, 0.2], [0.9, -0.8, -0.1], [0.5, 0.1, 0.3], [1.7, -0.2, -1.7], [-4.2, 4.3, 2.0], [-0.6, -3.6, -3.4], [0.5, -4.5, -2.5], [0.2, -0.1, -0.1], [2.4, -1.2, -0.7], [2.0, 2.3, 0.8], [-0.4, -0.7, 1.2], [-2.0, 0.8, 0.1], [0.4, 2.8, 0.2], [0.1, 0.0, 1.8], [1.5, -0.3, 0.6]], "fmax_ha_per_bohr": 0.123, "de_lowest_ev": 1.704, "e_homo_ev": [-14.655, -14.642], "lumo_energy_ev": [-3.4, -11.2], "spin_multiplicity": 2, "s_squared": 0.75, "mol_weight_g_mol": 74.167, "total_charge": 1, "orbital_gap_ev": [11.27, 3.48]}

Which formula does entry 8 have?
C5H14